79
Properties=species:S:1:pos:R:3:forces:R:3 method="wB97M-V/def2-TZVPD" e_homo_ev=-11.02 e_tot_ev=-41472.8475 total_charge=+1 spin_multiplicity=1
C 3.01838 -4.30963 0.69633 -0.74 -1.08 0.52
O 2.53377 -3.15506 1.40257 1.12 0.09 -0.79
C 3.40696 -2.01599 1.26916 -0.31 0.16 0.12
C 2.78331 -1.06266 0.16942 1.44 0.03 0.35
C 3.14865 0.46183 0.34542 -1.02 0.21 0.61
C 2.10771 1.32690 -0.46441 0.35 0.75 -0.71
C 2.60045 1.67957 -1.94398 -0.51 -0.64 0.06
C 1.40391 1.54026 -2.99031 1.29 -0.94 0.25
C 1.34260 -0.01663 -3.35764 -0.42 0.85 0.20
C -0.15852 -0.51705 -3.58361 1.64 1.63 -0.95
N -0.35170 -1.77964 -2.79559 -0.70 -0.75 -0.48
C 0.11310 -2.99244 -3.58624 1.28 -1.19 -0.17
C 1.57650 -3.43701 -3.13577 0.30 -0.57 0.34
O 1.92963 -4.58390 -3.20531 -0.75 0.78 -0.29
C -1.75969 -2.04136 -2.37128 -2.08 -1.10 -0.39
O -2.31600 -0.98222 -1.63591 0.46 -1.09 -0.15
C -3.54904 -1.30986 -1.05087 -3.45 0.11 2.04
C -4.27303 -2.56666 -1.19644 -0.49 0.81 0.66
C -5.58010 -2.84214 -0.54853 0.86 1.37 0.23
C -6.24003 -4.24820 -0.76162 0.69 0.59 0.15
C -6.19919 -1.81871 0.28586 2.59 0.16 -1.60
C -5.47826 -0.53713 0.43270 0.37 -1.81 -1.01
C -4.18173 -0.26084 -0.20875 -0.97 -1.06 0.17
C -3.57855 1.16003 0.02473 -0.48 0.35 -0.20
C -3.97759 2.15330 -1.16064 0.38 0.39 0.97
C -2.02507 1.18683 0.35108 -0.72 0.07 0.17
H 2.13862 -4.80325 0.18910 0.89 0.56 0.33
H 3.81402 -4.09353 -0.06191 -0.64 -0.07 0.70
H 3.37154 -5.05945 1.46683 -0.01 0.76 -0.98
H 4.45061 -2.35876 1.01977 -0.96 0.46 0.11
H 3.46353 -1.52833 2.27905 -0.22 -0.23 -0.96
H 3.21890 -1.40919 -0.81918 -0.85 0.26 0.78
H 1.66886 -1.20956 0.22577 1.03 0.16 -0.13
H 4.21333 0.69789 0.07678 -1.00 -0.30 0.03
H 3.03623 0.75297 1.43236 0.13 -0.48 -1.02
H 1.13004 0.75768 -0.51187 0.94 0.63 0.06
H 1.88964 2.32308 0.01963 0.19 -1.19 -0.18
H 3.37231 0.90324 -2.20394 -0.45 0.92 -0.02
H 3.07508 2.69107 -1.98693 -0.40 -0.88 0.10
H 1.62786 2.08757 -3.94266 -0.49 -0.15 1.03
H 0.46501 1.87475 -2.48079 0.68 -0.16 -0.74
H 1.85240 -0.55054 -2.50909 -0.79 0.27 -0.67
H 1.98377 -0.21075 -4.26724 -0.79 0.18 0.92
H -0.91093 0.28182 -3.33946 0.74 -1.10 0.37
H -0.24895 -0.67560 -4.69735 -0.35 -0.49 1.35
H 0.22349 -1.80328 -1.93300 -0.22 0.72 -0.38
H -0.53394 -3.89093 -3.41334 0.42 0.97 0.03
H 0.13640 -2.80553 -4.68816 -0.16 0.18 1.01
H 2.32294 -2.71271 -2.69147 -0.95 0.07 -0.43
H -2.41052 -2.20526 -3.28254 0.99 0.15 0.53
H -1.75712 -3.03486 -1.82840 0.14 1.21 -0.16
H -3.86608 -3.39642 -1.82184 -0.38 0.80 0.57
H -5.90610 -4.68443 -1.74689 -0.63 0.51 0.95
H -7.35151 -4.15726 -0.68493 0.96 -0.18 -0.28
H -5.89368 -4.96166 0.03169 -0.32 0.67 -0.59
H -7.18582 -2.03893 0.75720 1.03 0.46 -0.36
H -5.98624 0.23021 1.07551 0.90 -0.64 -0.79
H -4.09880 1.58732 0.93267 0.42 -0.68 -0.95
H -5.08754 2.15224 -1.34761 1.19 -0.23 0.00
H -3.72160 3.19515 -0.79981 -0.21 -1.03 -0.50
H -3.37370 1.96669 -2.08530 -0.71 -0.01 0.66
H -1.87359 1.72158 1.32870 0.00 -0.49 -1.02
H -1.68004 0.13037 0.47631 0.08 1.05 -0.18
H -1.47226 1.74723 -0.45211 -0.32 -0.76 0.75
C 1.34721 5.26596 6.39387 0.24 0.20 -0.14
C 1.19097 3.86678 5.83204 -0.20 0.19 0.59
O 1.63871 3.79402 4.47017 0.21 -0.21 -0.23
C 2.96580 3.79445 4.29828 -0.27 0.22 0.13
O 3.79518 3.84334 5.16823 -0.08 -0.12 -0.21
O 3.21229 3.75713 2.97987 -0.06 -0.13 0.08
C 4.59807 3.86274 2.65297 0.36 0.01 -0.18
H 0.84237 5.99384 5.75467 -0.12 -0.09 0.07
H 0.92873 5.32539 7.39940 -0.03 -0.04 -0.05
H 2.39640 5.55996 6.44272 -0.04 -0.13 0.07
H 0.13376 3.59777 5.82289 0.10 -0.05 -0.30
H 1.70777 3.12462 6.44393 0.15 0.09 -0.14
H 5.18642 3.10588 3.17255 -0.06 0.14 0.11
H 4.96118 4.86262 2.89225 0.06 -0.11 0.11
H 4.70249 3.70328 1.58026 -0.28 0.01 0.05